No. 1
14
Properties=species:S:1:pos:R:3:forces:R:3:mulliken_charge:R:1 method="wB97M-V/def2-TZVPD" homo_lumo_gap_ev=8.6665 total_energy_ev=-9842.891
C -1.1379 -1.1056 0.9396 -0.09 -0.06 -0.04 -1.3681
C -0.4390 -0.4433 -0.2162 -0.08 -0.72 -0.21 0.2637
C -0.8024 1.6182 0.0937 0.27 0.72 0.00 -0.1791
O -1.1697 0.7092 -0.7951 1.24 0.03 0.72 -0.2674
C 1.0397 -0.0737 0.1341 -0.04 -0.17 0.08 0.4710
O 1.5516 -0.3599 1.1964 -0.28 -0.03 -0.48 -0.6027
N 1.7315 0.5080 -0.8907 -0.09 0.10 0.03 -0.3682
H -0.9249 -0.6056 1.8867 -0.02 -0.01 -0.25 0.3005
H -2.2131 -1.1129 0.7540 0.07 -0.08 0.03 0.3822
H -0.7729 -2.1338 0.9977 -0.10 0.08 0.11 0.3760
H -0.3966 -1.0531 -1.1131 0.06 -0.58 0.03 0.3827
H -0.4342 2.4629 -0.5177 -0.78 0.83 -0.18 0.1476
H 1.2787 0.8070 -1.7393 0.02 -0.07 0.11 0.2176
H 2.6892 0.7826 -0.7301 -0.18 -0.03 0.03 0.2444

---

No. 2
77
Properties=species:S:1:pos:R:3:forces:R:3:mulliken_charge:R:1 method="wB97M-V/def2-TZVPD" homo_lumo_gap_ev=3.3434 total_charge=+1 total_energy_ev=-65072.634
Al -0.9106 -2.0758 -0.0303 1.04 -4.57 -2.02 -0.4312
C -1.4966 -4.4330 0.0210 1.41 -0.41 -0.99 0.3739
C -2.1258 -3.4885 -0.8901 0.62 0.32 -0.86 0.8325
C 0.0705 -3.8986 -1.6060 -1.20 1.25 -0.43 0.5449
C -0.1650 -4.6786 -0.4484 -1.62 -0.05 1.55 1.0060
C -1.1232 -3.1544 -1.9138 -0.21 -0.67 0.60 0.6263
C -2.2469 -5.2145 1.0265 -0.07 -0.12 0.72 -1.4944
H -3.0623 -4.6194 1.4604 0.12 -0.17 -0.03 0.3531
H -1.5862 -5.5615 1.8426 -0.28 0.08 -0.28 0.3943
H -2.7162 -6.0870 0.5399 0.17 0.25 0.13 0.3827
C 0.7707 -5.7101 0.0484 0.44 -0.13 0.34 -1.9685
H 0.3807 -6.1855 0.9538 0.20 0.09 -0.17 0.3824
H 1.7366 -5.2522 0.2988 -0.20 -0.18 0.06 0.3376
H 0.9577 -6.4702 -0.7278 -0.17 0.20 0.14 0.4500
C 1.2608 -4.0021 -2.4771 0.49 0.40 0.03 -1.8318
H 1.2646 -4.9478 -3.0348 -0.09 0.10 0.19 0.3675
H 2.1785 -3.9633 -1.8791 -0.10 -0.14 -0.15 0.3929
H 1.2908 -3.1877 -3.2034 0.03 -0.12 0.02 0.4013
C -1.4574 -2.6033 -3.2597 0.12 0.37 -0.22 -1.4642
H -1.7822 -3.4150 -3.9342 0.11 0.30 0.24 0.3512
H -0.5818 -2.1220 -3.7130 -0.27 -0.06 -0.04 0.4109
H -2.2706 -1.8701 -3.2164 0.13 -0.13 -0.10 0.3627
C -3.5930 -3.2773 -1.0468 -0.30 -0.04 -0.06 -1.4936
H -4.0245 -4.0631 -1.6819 0.04 0.14 0.16 0.3831
H -3.8041 -2.3158 -1.5198 -0.11 -0.11 -0.01 0.3612
H -4.0979 -3.3052 -0.0787 -0.05 -0.05 -0.15 0.3767
C -0.2924 -1.3669 1.8090 -1.04 0.38 2.29 -0.1529
C -1.6422 -1.7714 1.8781 1.01 1.15 2.51 0.0800
C -2.8385 -0.8633 1.6862 -0.39 -0.44 -0.58 -1.1702
C -2.6972 0.1547 0.5236 -0.51 0.24 0.29 -0.8484
C -1.8748 -0.3288 -0.6534 1.45 2.44 -0.78 -0.2229
C -0.4612 -0.2346 -0.7472 -1.87 2.57 -0.65 0.0269
C 0.3719 0.5439 0.2542 0.81 -0.41 0.28 -1.1000
C 0.1451 0.0885 1.7118 -0.03 0.48 -0.23 -1.1818
H -3.0897 -0.3363 2.6246 0.38 -0.21 -0.23 0.5272
H -2.3281 1.1058 0.9327 0.22 -0.25 -0.37 0.1352
H -3.7075 -1.5150 1.4873 0.32 0.24 0.08 0.3508
H -0.5701 0.7603 2.2089 0.02 -0.42 -0.11 0.2396
H 0.4717 -2.0253 2.2487 -0.27 -0.73 -0.41 0.5453
H -1.8900 -2.6747 2.4466 0.47 -0.32 -0.72 0.9416
H 1.0885 0.2051 2.2688 -0.36 -0.26 -0.20 0.5813
H 1.4334 0.3954 0.0025 -0.36 0.03 0.01 0.4473
H 0.0006 -0.3609 -1.7337 -0.37 -0.25 0.22 0.8666
H 0.1962 1.6286 0.1603 -0.15 -0.32 -0.22 0.1719
H -3.7120 0.3641 0.1443 0.44 -0.09 0.14 0.5087
H -2.4360 -0.3897 -1.5889 0.30 -0.84 0.19 0.7844
P 1.5015 4.7666 0.2798 -0.05 -0.05 0.49 0.4803
P 2.3804 5.8590 -2.4427 0.31 0.61 -0.39 0.1675
C 1.7846 6.6178 0.2006 -0.04 -0.24 0.01 -0.8331
C 2.6982 6.9767 -0.9725 0.04 -0.23 -0.33 -0.9586
H 2.2312 6.9234 1.1562 -0.24 0.09 -0.18 0.4384
H 0.8072 7.1131 0.1050 0.24 -0.13 0.00 0.4226
H 2.5440 8.0124 -1.3037 0.18 -0.13 0.18 0.4836
H 3.7555 6.8578 -0.6914 -0.25 0.02 -0.08 0.4136
C 3.7579 6.4702 -3.4960 0.02 0.04 -0.06 -1.1077
H 3.6333 6.0686 -4.5086 0.11 0.13 0.16 0.3756
H 4.7124 6.1132 -3.0915 -0.15 0.10 -0.14 0.3425
H 3.7562 7.5669 -3.5296 0.13 -0.17 -0.10 0.3161
C 1.0273 6.8472 -3.2249 0.00 -0.13 -0.03 -1.1269
H 1.3100 7.9058 -3.2912 -0.15 -0.17 -0.02 0.3445
H 0.0991 6.7452 -2.6507 0.11 0.07 -0.14 0.2804
H 0.8561 6.4522 -4.2346 -0.06 0.14 0.21 0.3775
C 2.3999 4.4292 1.8547 -0.10 -0.02 0.07 -1.1966
H 2.1954 3.3968 2.1667 0.13 0.20 0.05 0.2530
H 2.0756 5.1256 2.6391 0.14 -0.21 -0.03 0.3649
H 3.4797 4.5373 1.6914 -0.24 -0.05 0.08 0.3418
C -0.2224 4.7790 0.9232 -0.04 0.07 0.15 -1.0726
H -0.9057 5.1004 0.1270 0.10 -0.07 0.20 0.2926
H -0.3074 5.4589 1.7804 -0.19 -0.18 -0.10 0.4300
H -0.4952 3.7595 1.2274 -0.06 0.21 0.04 0.2193
F 2.0797 -5.0323 5.2650 -0.97 0.83 -0.23 -0.2705
C 0.9681 -4.3246 4.8767 0.31 -0.40 0.37 0.7373
F -0.0268 -4.6218 5.7585 0.84 0.35 -0.75 -0.2604
F 1.2457 -2.9930 5.0228 -0.15 -0.81 -0.02 -0.2630
C 0.6123 -4.7045 3.3804 -0.42 -0.59 0.41 0.5233
O -0.1653 -5.6779 3.2856 0.70 1.00 -0.17 -0.7229
O 1.1771 -4.0065 2.5025 -0.58 0.19 0.17 -0.7306

---

No. 3
15
Properties=species:S:1:pos:R:3:forces:R:3:mulliken_charge:R:1 method="wB97M-V/def2-TZVPD" homo_lumo_gap_ev=6.8707 total_charge=+1 total_energy_ev=-8273.218
C -1.4553 -0.0818 -0.3624 1.07 0.61 -4.27 0.4763
C -1.8095 -1.3323 0.1730 2.83 0.31 3.45 -0.7507
C 2.0400 0.2338 -0.1744 3.29 0.74 2.73 -0.7881
N 1.2687 0.6995 0.9362 -1.46 -0.78 1.79 -0.2189
N -1.0351 0.6944 -1.1343 -1.68 -1.37 2.85 -0.0489
O 0.8328 2.0504 0.9624 0.68 0.15 0.32 -0.4341
H -1.7046 -2.2550 -0.4044 0.26 0.57 -0.30 0.3433
H -2.7059 -1.2861 0.7116 -1.72 0.07 0.47 0.3513
H -1.0309 -1.2372 1.0831 -1.22 -1.10 -1.60 0.2492
H 1.6174 0.0299 -1.0767 -2.18 -0.45 -2.48 0.2910
H 2.8387 0.9636 -0.4004 -0.10 -0.21 0.13 0.2933
H 2.5777 -0.6867 0.1241 -0.30 0.41 0.07 0.3098
H -1.0443 1.6756 -1.2833 0.55 1.08 -0.58 0.3393
H 1.1242 0.1394 1.8336 0.67 1.66 -1.89 0.2717
H 1.4931 2.6862 1.3913 -0.68 -1.69 -0.70 0.3154

---

No. 4
62
Properties=species:S:1:pos:R:3:forces:R:3:mulliken_charge:R:1 method="wB97M-V/def2-TZVPD" homo_lumo_gap_ev=4.5947 total_charge=-1 total_energy_ev=-68064.415
Pd 0.0739 -0.2960 0.8177 -9.31 8.91 -2.03 -0.7560
C 4.7928 0.0670 -2.4146 -0.07 0.03 -0.13 -0.9917
Si 4.2607 1.7088 -1.6683 -0.49 -0.39 0.38 0.0987
C 3.2437 2.7310 -2.8751 -0.03 -0.02 -0.11 -0.8613
C 5.8812 2.6969 -1.4035 -0.56 -0.26 0.17 -1.1094
C 3.3530 1.4733 0.0225 0.75 0.63 0.79 0.3688
C 3.9905 2.0402 1.1572 -0.48 -0.27 -0.07 -0.0329
C 3.4533 1.9499 2.4419 0.51 0.24 -0.50 -1.0717
C 2.2611 1.2865 2.6145 -0.88 -0.68 -0.76 -0.2029
N 1.5865 0.7203 1.6085 3.53 1.68 -2.40 -0.0023
C 2.1322 0.8056 0.2668 -0.04 -0.36 -0.37 0.4170
S 1.2472 0.0249 -1.2726 3.13 1.31 1.45 -0.3528
H 5.4711 0.2378 -3.2563 0.07 0.05 0.02 0.3219
H 3.9414 -0.5075 -2.7867 0.00 0.07 0.20 0.2605
H 5.3201 -0.5391 -1.6718 -0.06 0.03 -0.04 0.3367
H 3.8556 3.0160 -3.7366 0.05 0.04 0.03 0.3356
H 2.8859 3.6470 -2.3955 0.01 -0.04 -0.02 0.3375
H 2.3795 2.1786 -3.2511 0.07 -0.02 0.16 0.1446
H 6.3904 2.8271 -2.3630 -0.07 -0.03 0.05 0.2902
H 6.5492 2.1583 -0.7255 0.03 0.12 -0.02 0.2892
H 5.6615 3.6849 -0.9895 0.14 -0.02 0.01 0.2917
H 4.9331 2.5717 1.0614 -0.04 -0.05 -0.17 0.2609
H 3.9633 2.3927 3.2879 -0.02 -0.02 0.00 0.3645
H 1.8012 1.1877 3.5902 -0.03 -0.03 0.08 0.4328
O 0.8684 -1.6623 1.0539 7.96 -10.74 1.99 -1.0812
C -4.0728 -2.6356 0.2479 -0.37 -0.24 -0.26 -0.8664
C -3.7107 -1.8801 1.5239 -0.47 0.09 -0.28 -0.9994
P -1.9474 -1.3494 1.5230 -0.03 0.00 -1.21 1.1026
C -2.0186 -0.2233 2.9767 0.33 -0.71 1.58 -0.0947
C -2.6843 -0.7978 4.2267 -0.21 0.27 0.63 -1.2925
C -1.1044 -2.9860 1.4807 -0.91 -1.74 2.11 -0.4992
C -1.6037 -4.0083 2.5007 -0.19 -0.52 -0.14 -1.1713
H -5.1541 -2.8871 0.2635 0.51 0.04 -0.17 0.4057
H -3.5026 -3.5814 0.1598 -0.26 0.53 -0.04 0.2710
H -3.8690 -2.0028 -0.6418 -0.11 -0.58 0.52 -0.1899
H -3.9530 -2.5032 2.4064 0.06 0.31 -0.30 0.5566
H -4.3439 -0.9679 1.5601 0.26 -0.35 0.24 0.5433
H -2.5384 0.7115 2.6790 0.46 -0.62 -0.23 0.3493
H -0.9714 0.0339 3.2412 -0.63 0.03 -0.32 -0.0197
H -3.7594 -1.0060 4.0627 0.54 -0.05 0.16 0.2665
H -2.6182 -0.0502 5.0450 -0.10 -0.43 -0.23 0.4459
H -2.1655 -1.7166 4.5607 -0.40 0.40 -0.11 0.2179
H -0.0305 -2.8013 1.6934 -0.56 0.27 -0.45 0.3973
H -1.1756 -3.4084 0.4571 -0.07 0.64 0.41 0.3188
H -1.4979 -3.6169 3.5306 -0.15 -0.27 -0.43 0.1787
H -0.9871 -4.9281 2.4191 -0.33 0.34 0.16 0.4338
H -2.6539 -4.3028 2.3147 0.21 -0.04 0.38 0.2055
S -1.1036 1.7289 0.4676 -0.57 2.05 0.64 -0.5765
C -1.6984 1.1955 -0.9863 -0.26 -0.05 -1.66 0.3620
N -1.0268 1.4114 -2.1458 -1.60 0.81 0.55 -0.0699
C -1.4119 0.8369 -3.4157 0.48 -0.03 -0.06 -0.6151
C -2.9185 0.6816 -3.5075 0.03 0.17 0.17 -0.8731
C -3.3862 -0.0714 -2.2759 -0.18 -0.34 0.17 -0.7163
N -2.8882 0.5477 -1.0677 0.04 0.70 -0.03 0.0051
H -0.1149 1.8441 -2.0540 -0.11 -0.42 0.16 0.3346
H -0.9107 -0.1335 -3.5025 -0.08 -0.11 -0.24 0.2828
H -1.0354 1.4896 -4.2089 -0.02 -0.11 0.04 0.3853
H -3.2024 0.1512 -4.4218 0.08 -0.01 0.16 0.3671
H -3.3897 1.6721 -3.5348 0.07 -0.12 0.03 0.3595
H -3.0252 -1.1057 -2.2870 -0.07 -0.05 -0.36 0.3559
H -4.4788 -0.0904 -2.2192 0.08 -0.06 -0.04 0.4122
H -3.3439 0.3484 -0.1844 0.38 0.03 -0.27 0.3385